w.
14
Properties=species:S:1:pos:R:3 method="wB97M-V/def2-TZVPD" spin_multiplicity=1 charge=0 molar_mass_g_mol=88.11 orbital_gap_ev="9.4 / 6.8"
C -0.1796 0.7498 -1.3442
C 1.3643 0.6031 0.7615
C 0.0681 0.1701 0.1137
N 0.0656 -1.1375 -0.5111
O -1.9607 -0.6939 0.7987
N -1.0400 0.4046 0.9332
H -2.7143 -0.3777 1.3061
H -0.6859 -1.7602 -0.2540
H 0.9326 -1.5204 -0.8468
H -1.2022 1.0697 -1.5209
H 0.3265 0.3242 -2.2058
H 1.5787 -0.0213 1.6321
H 1.2556 1.6364 1.0897
H 2.1913 0.5533 0.0478


x.
14
Properties=species:S:1:pos:R:3 method="wB97M-V/def2-TZVPD" spin_multiplicity=1 charge=0 molar_mass_g_mol=88.11 orbital_gap_ev=8.4
C -0.4586 -1.6138 -0.0957
C 0.5152 1.3366 -1.2322
N 0.3608 -0.4631 0.2785
C -0.2974 1.0478 -0.1100
O 0.5845 -0.5444 1.6815
N -1.0736 1.6316 0.6829
H 1.3579 0.0130 1.8598
H -1.2009 1.1398 1.5667
H -1.4153 -1.5781 0.4297
H 0.0674 -2.5325 0.1586
H -0.6267 -1.5634 -1.1699
H 0.6575 2.3779 -1.4944
H 0.3465 0.7004 -2.1017
H 1.1827 0.0482 -0.4539


y.
14
Properties=species:S:1:pos:R:3 method="wB97M-V/def2-TZVPD" spin_multiplicity=1 charge=0 smiles="C=C[C@@H](O)NN" molar_mass_g_mol=88.11 orbital_gap_ev=9.6
C 2.0561 -0.2216 -0.4401
C 1.2186 -0.0591 0.5982
C -0.1877 0.4614 0.3717
N -2.2544 -0.4163 0.3759
N -0.9150 -0.6422 0.6334
O -0.4860 1.0681 -1.0958
H 2.8907 -0.8363 -0.2655
H 1.8998 0.0526 -1.4861
H 1.5627 -0.3326 1.5709
H -0.5068 1.2612 0.9602
H -2.5047 0.4824 0.7528
H -2.5290 -0.4217 -0.6380
H -0.5988 -1.3899 0.1322
H 0.3544 0.9939 -1.4698


Quick one: least stable of them? w


w.
46
Properties=species:S:1:pos:R:3 method="wB97M-V/def2-TZVPD" spin_multiplicity=1 charge=+1 molar_mass_g_mol=271.23 orbital_gap_ev=10.5
O -0.1445 -2.9269 2.1154
H -0.8920 0.7774 2.2999
H -0.7105 -3.5933 2.5160
O 0.5733 -2.6124 -0.6989
H 1.2566 -1.9236 -0.6971
H 1.0664 -3.1156 -1.3878
O -1.8034 0.9793 2.0386
H 2.7682 -2.4736 0.8391
H -2.2066 0.1727 2.3693
O -2.3800 -0.8512 -2.0943
H -2.8710 -0.0309 -2.2488
H -2.2983 -1.1494 -1.1300
O 1.7646 1.4601 -3.9085
H 1.3854 1.3446 -4.8072
H 1.7631 2.4268 -3.9050
O 3.2796 -2.5759 0.0162
H 0.7960 3.0182 4.0633
H -3.2293 0.8222 -0.1199
O 0.4340 2.9561 3.1748
H 1.8816 0.6425 1.0171
H -1.6922 1.2306 -0.1883
O 0.7137 2.3742 -1.5742
H -0.4650 0.0113 -3.5493
H 1.4274 3.0251 -1.4549
O -2.5119 1.1284 -0.6720
H 3.5695 -1.6658 -0.1175
H -0.6844 2.7639 -2.5512
O 2.4177 -1.5202 2.4695
H -0.3830 -1.0333 4.4205
O -1.9165 -1.2948 0.6795
H -1.1971 -1.2809 1.3640
H -2.6792 -1.3892 1.2642
O 1.0492 0.8328 0.5562
H 0.3690 2.4686 -0.6654
H 1.3575 0.9506 -0.3908
O -1.2614 2.7059 -3.3458
H -0.4332 3.3796 3.1479
H -1.6692 3.5859 -3.1752
O 0.0763 -0.7942 3.5961
H 0.3978 -3.3661 1.4483
H -0.0035 0.1601 3.7812
O -0.1266 -0.1362 -2.6480
H 0.1692 0.7755 -2.4664
H -1.3188 -0.7412 -2.3806
H 2.6734 -2.3558 2.8703
H 1.4487 -1.4112 2.5300


x.
46
Properties=species:S:1:pos:R:3 method="wB97M-V/def2-TZVPD" spin_multiplicity=1 charge=+1 molar_mass_g_mol=271.23 orbital_gap_ev=10.4
O -0.9954 3.7573 1.1037
H 0.1587 3.1858 -1.8937
H -1.3421 4.6335 1.2811
O -0.5300 -2.7876 -0.8279
H 1.2275 -1.7789 0.1821
H -1.3463 -2.3373 -1.0326
O 0.6887 2.6474 -1.3002
H -2.9259 -1.2059 -4.1289
H -2.1226 0.9801 2.8257
O 0.1827 -1.9983 1.8223
H 2.1737 0.5374 -1.6982
H -0.2388 -2.3021 2.6293
O -1.9701 2.3741 -1.0127
H -2.5232 2.6440 -1.7595
H -2.0117 2.8661 -0.1607
O -3.0004 -0.7923 -3.2662
H 2.3684 0.6476 1.7825
H 0.2690 1.7781 -1.4368
O 3.1325 0.5388 1.1823
H -1.1706 1.2008 -1.7782
H 2.4083 2.0363 -1.0643
O 1.3799 -0.5958 -2.4651
H -0.2081 -3.1703 -1.6444
H 1.8815 -1.3313 -2.8688
O 2.7401 1.1152 -1.1280
H -3.4574 -1.2359 -2.5488
H 1.1938 -4.5442 1.6387
O -1.6057 -0.4327 0.5115
H -1.5379 2.1585 3.7783
O 1.9679 -2.0582 -0.3181
H 2.2441 -2.9288 -0.0477
H 3.7580 -0.1218 1.4627
O -0.7441 0.3111 -1.9145
H 0.5814 -0.9246 -2.0052
H -1.5091 -0.1954 -2.2396
O 1.1007 -4.5085 2.5930
H 2.8234 0.6773 -0.1643
H 0.6396 -3.6586 2.6092
O -1.4954 1.2386 3.5057
H -0.2354 3.8215 0.5192
H 0.1410 1.0816 2.7550
O 0.9543 0.5490 2.5638
H 0.3556 -0.2055 2.4131
H -0.4927 -1.8348 1.1243
H -2.1544 0.3244 0.2924
H -0.7536 -0.1555 0.1285


Quick one: least stable of them? w


w.
11
Properties=species:S:1:pos:R:3 method="wB97M-V/def2-TZVPD" spin_multiplicity=1 charge=0 smiles="S=C[C@@H]1C[C@H]1Cl" molar_mass_g_mol=120.60 orbital_gap_ev=8.6
C -1.0777 -0.2857 0.3574
C -0.6203 0.8661 -0.3708
C 0.2449 -0.3633 -0.2568
C 1.5963 -0.2285 0.3302
H -1.0811 -0.1765 1.4435
H -1.2053 0.9492 -1.2868
H -0.3380 1.8037 0.0386
H 0.4071 -0.9553 -1.1662
H 1.7206 0.4843 1.1420
S 2.9021 -0.9729 -0.1506
Cl -2.5485 -1.1210 -0.0805


x.
11
Properties=species:S:1:pos:R:3 method="wB97M-V/def2-TZVPD" spin_multiplicity=1 charge=0 smiles="C=CC(=S)CCl" molar_mass_g_mol=120.60 orbital_gap_ev=8.1
C -0.8805 -0.3833 1.0122
C -0.5035 0.8056 0.2425
C 0.6854 0.5699 -0.8144
C 0.7971 -0.7484 -1.3853
H -1.4575 -1.2224 0.6042
H -1.4835 0.3223 1.8408
H 1.3896 1.5419 -1.1092
H 1.8417 -0.6609 -2.1131
H 0.0704 -1.7113 -1.1982
S -0.8497 2.3079 0.6949
Cl 0.3904 -0.8213 2.2257


y.
11
Properties=species:S:1:pos:R:3 method="wB97M-V/def2-TZVPD" spin_multiplicity=1 charge=0 molar_mass_g_mol=120.60 orbital_gap_ev=9.7
C -1.3822 0.9800 -0.1591
C -0.1214 1.2904 0.1682
C 0.8966 0.3475 0.7026
C 1.0017 -1.0931 0.3110
H -2.0737 1.7933 -0.3978
H 0.1595 2.3181 0.0555
H 1.2375 0.5034 1.7615
H 0.2785 -1.5283 -0.3727
H 1.3254 -1.7811 1.1152
S 2.2290 -0.0647 -0.4182
Cl -2.2918 -0.5541 -0.0945


Quick one: least stable of them? x


w.
16
Properties=species:S:1:pos:R:3 method="wB97M-V/def2-TZVPD" spin_multiplicity=1 charge=0 smiles=CCC#CCC molar_mass_g_mol=82.15 orbital_gap_ev=10.4
C 2.8256 0.1324 0.4702
C 1.9010 -0.6486 -0.4683
C 0.4980 -0.5700 -0.0485
C -0.6492 -0.4327 0.2973
C -2.0635 -0.1573 0.5691
C -2.6660 0.6786 -0.5663
H 2.5936 1.2014 0.4358
H 2.6982 -0.2057 1.5031
H 3.8743 -0.0042 0.1864
H 1.9791 -0.2439 -1.4849
H 2.2232 -1.6947 -0.5295
H -2.1625 0.3709 1.5252
H -2.6168 -1.0963 0.6826
H -2.6455 0.1232 -1.5086
H -3.7026 0.9520 -0.3518
H -2.0870 1.5949 -0.7118


x.
16
Properties=species:S:1:pos:R:3 method="wB97M-V/def2-TZVPD" spin_multiplicity=1 charge=0 smiles="C=CCC(=C)C" molar_mass_g_mol=82.15 orbital_gap_ev=10.1
C -2.1430 0.2275 -0.2041
C -0.9453 -0.3399 0.3432
C -0.8505 -1.6242 0.8966
C 0.3466 0.4877 0.4784
C 1.3120 0.2644 -0.6687
C 2.4737 0.8989 -0.7911
H -2.7731 0.9544 0.3770
H -2.8848 -0.5960 -0.2793
H -2.0038 0.6708 -1.2012
H -1.7113 -2.3216 0.6337
H 0.1626 -1.8913 1.3805
H 0.1921 1.5248 0.6391
H 0.8447 0.1057 1.5000
H 1.0601 -0.4666 -1.4331
H 2.8799 1.6473 -0.1777
H 3.0727 0.8852 -1.7649


y.
16
Properties=species:S:1:pos:R:3 method="wB97M-V/def2-TZVPD" spin_multiplicity=1 charge=0 smiles="C[C@@H]1C=CCC1" molar_mass_g_mol=82.15 orbital_gap_ev=10.3
C -1.3804 1.4497 -0.3733
C -0.7095 0.1536 0.0587
C 0.2287 -0.4661 -0.9929
C 1.2343 -1.2552 -0.1527
C 1.2479 -0.5304 1.1659
C 0.1751 0.2494 1.2810
H -0.6396 2.2119 -0.6452
H -2.0080 1.8672 0.4216
H -2.0066 1.2697 -1.2518
H -1.4702 -0.6300 0.2729
H -0.3083 -1.1093 -1.6998
H 0.7446 0.3088 -1.5680
H 2.2132 -1.3676 -0.6283
H 0.7925 -2.2509 0.0114
H 1.9879 -0.7165 1.9365
H -0.1017 0.8159 2.1641


z.
16
Properties=species:S:1:pos:R:3 method="wB97M-V/def2-TZVPD" spin_multiplicity=1 charge=0 smiles=C[C@@]12CC[C@@H]1C2 molar_mass_g_mol=82.15 orbital_gap_ev=9.8
C -0.7106 -1.3785 1.1359
C 0.0507 -0.4289 0.2625
C 1.3399 0.0388 0.5823
C 0.0963 1.1039 0.3567
C -0.1120 1.2337 -1.1522
C -0.1624 -0.3178 -1.2618
H -0.5412 -1.1740 2.1984
H -0.3962 -2.4127 0.9440
H -1.7887 -1.3188 0.9432
H 1.4175 0.7706 1.5329
H 2.1668 0.2307 -0.0871
H -0.4332 1.6812 1.1148
H -1.0658 1.7045 -1.4123
H 0.6893 1.7459 -1.6983
H 0.5986 -0.8001 -1.8880
H -1.1489 -0.6785 -1.5713


Quick one: least stable of them? z


w.
16
Properties=species:S:1:pos:R:3 method="wB97M-V/def2-TZVPD" spin_multiplicity=1 charge=0 molar_mass_g_mol=248.01 orbital_gap_ev=6.0
O 0.2166 2.0245 -0.6116
C -0.1327 2.2454 0.6319
O 0.5148 3.0684 1.3287
Cs -1.7961 4.1010 3.4200
O -1.0208 1.4925 1.2210
C -1.0563 -0.9587 0.3294
H -1.5243 -0.4807 -0.5457
H -1.7957 -1.7728 0.3193
H -0.8585 -1.0967 1.4027
C 0.2624 -2.1639 -0.5750
C 1.2761 -1.5123 -1.3170
C 1.8371 -0.4588 -1.6951
H -0.3622 -2.8053 -1.2108
H 0.6758 -2.7592 0.2497
H 2.7849 -0.0193 -1.9745
H 0.9788 1.0959 -0.9730


x.
16
Properties=species:S:1:pos:R:3 method="wB97M-V/def2-TZVPD" spin_multiplicity=1 charge=0 molar_mass_g_mol=248.01 orbital_gap_ev="4.4 / 4.4"
O -0.8172 -2.8076 2.1626
C -0.6173 -1.7332 1.4206
C -0.8470 -2.4546 3.5548
O -0.0476 -0.7622 2.1226
O -1.3500 -1.4302 0.4831
C -0.4353 -0.9761 3.5381
H -0.1400 -3.0947 4.0908
H -1.8627 -2.6151 3.9320
H 0.4685 -0.7632 4.1195
H -1.2175 -0.2991 3.8935
Cs -1.0157 1.3985 -2.6886
C 2.6260 2.2414 0.1172
H 1.8619 2.4420 0.8848
H 3.6083 2.7067 0.3111
C 2.3465 1.4728 -0.9618
H 3.2003 1.4683 -1.6701


Quick one: least stable of them? w